Formula: C9H14
Source: OMol25
Level of theory: the ωB97M-V functional and the def2-TZVPD basis

Output
ΔE to the lowest compared entry with this formula, charge and spin ... 0.562 eV
HOMO level ... -0.3310 Eh
Electronic energy ... -351.30952 Eh
SMILES ... Cc1ccccc1.CC
Molar mass ... 122.21 g mol⁻¹
Frontier orbital gap ... 0.364 Eh

```
23
Properties=species:S:1:pos:R:3:forces:R:3
C 3.611671 1.745692 -1.069787 1.27 -0.10 -0.61
C -1.633017 -0.467432 1.161262 -1.30 -0.12 1.01
C -0.986525 -0.812260 -0.010237 -0.61 0.19 -0.51
C 2.888618 2.489210 -2.202798 0.04 -1.76 0.10
C -1.190905 -2.052441 -0.606520 0.76 -1.15 0.50
C -1.903437 -3.022021 0.073682 -0.65 0.34 0.77
C -2.501503 -1.390347 1.791656 1.37 -0.86 -1.05
C -1.599905 0.916122 1.740717 1.00 0.91 -0.81
C -2.594062 -2.664478 1.236048 -0.33 0.07 0.22
H -0.680503 -2.424858 -1.488480 0.13 0.68 -0.15
H 4.658173 2.069560 -1.119152 -0.09 0.28 0.52
H 3.239862 1.886166 -0.065294 -0.27 0.21 0.14
H -1.039176 1.004201 2.671828 -0.38 -0.26 0.28
H -1.918823 -4.065602 -0.212464 -0.13 0.14 -0.44
H 3.745927 0.671178 -1.228697 -0.60 0.01 -0.18
H 3.515111 2.388253 -3.092352 0.08 0.67 0.06
H 2.667375 3.504891 -1.909706 -0.07 0.25 -0.32
H -1.055339 1.601289 1.072491 -0.13 -0.22 -0.03
H -2.942768 -1.213902 2.760298 -0.28 0.39 -0.08
H -0.422120 -0.048606 -0.513506 0.32 0.13 -0.16
H -3.260051 -3.385967 1.700074 0.24 -0.08 0.09
H 2.000534 1.927114 -2.503475 -0.37 0.44 0.30
H -2.599136 1.344242 1.814415 -0.01 -0.17 0.36
```
Forces are in eV/Å.